13
Properties=species:S:1:pos:R:3:mulliken_charge:R:1 method="wB97M-V/def2-TZVPD" spin_multiplicity=1 total_charge=0 homo_energy_ev=-9.426 homo_lumo_gap_ev=9.913
S -2.46257 -2.41309 3.78309 -0.194
S -1.01072 -1.48193 2.81050 -0.132
H -3.08239 -3.16813 2.81023 0.162
H -1.33112 -0.19199 2.63311 0.156
C 1.20125 1.32556 -1.31276 -0.133
O 0.88790 1.31043 -2.67190 -0.525
C 0.54914 0.02055 -0.82479 -0.803
H 0.60869 2.20787 -0.70583 0.196
H 2.31805 1.32691 -1.16809 0.250
H 1.01272 2.22400 -3.14018 0.299
H 1.29229 -0.61817 -0.19385 0.221
H 0.46771 -0.69154 -1.65243 0.292
H -0.45095 0.14955 -0.36711 0.211